[1]
Here is C4H5NO in the gas phase in a non-equilibrium geometry from the OMol25 dataset. Energies are from wB97M-V/def2-TZVPD.

Cartesian coordinates (Å):
N 3.06573 0.42422 1.19842
C 2.08851 0.48821 0.57895
C 0.86515 0.57344 -0.15007
C -0.33219 0.44010 0.44373
C -1.42276 -0.18628 -0.36202
O -0.90105 -1.50394 -0.15756
H 0.92228 0.78115 -1.21538
H -0.44964 0.35521 1.51882
H -2.45295 -0.10077 0.00156
H -1.41261 0.07492 -1.42562
H 0.02953 -1.34627 -0.43083

Charge ... 0
Gap between HOMO and LUMO ... 10.11 eV
Molar mass ... 83.09 g mol⁻¹
HOMO level ... -10.04 eV

Want to see where the charge sits? The natural (NBO) charges in e are:
1. N -0.301
2. C 0.249
3. C -0.413
4. C -0.067
5. C -0.120
6. O -0.677
7. H 0.244
8. H 0.228
9. H 0.206
10. H 0.176
11. H 0.476

[2]
Here is C4H5NO in the gas phase from the OMol25 dataset. Energies are from wB97M-V/def2-TZVPD.

Cartesian coordinates (Å):
C -1.74766 -0.64364 0.20370
C -1.22161 0.52053 -0.17750
C 0.19867 0.87928 -0.20644
C 1.18058 0.06434 0.12767
N 2.54367 -0.10927 0.32322
O 1.44553 -1.15322 0.58186
H -2.82045 -0.80694 0.16682
H -1.14325 -1.47094 0.56791
H -1.88792 1.31120 -0.51345
H 0.48999 1.87062 -0.52979
H 2.96246 -0.46194 -0.54398

Charge ... 0
Gap between HOMO and LUMO ... 9.62 eV
Molar mass ... 83.09 g mol⁻¹
HOMO level ... -8.67 eV

Want to see where the charge sits? The natural (NBO) charges in e are:
1. C -0.393
2. C -0.205
3. C -0.385
4. C 0.446
5. N -0.300
6. O -0.347
7. H 0.202
8. H 0.196
9. H 0.206
10. H 0.234
11. H 0.346

[3]
Here is C4H5NO in the gas phase in a non-equilibrium geometry from the OMol25 dataset. Energies are from wB97M-V/def2-TZVPD.

Cartesian coordinates (Å):
O -1.59747 1.27623 -0.67517
C -0.61147 0.49502 -0.15867
C -0.54262 -0.90661 -0.20840
C 0.69939 -1.38186 0.15875
N 1.53317 0.10787 0.44265
C 0.52316 1.01997 0.37152
H -2.26487 0.66930 -1.00644
H -1.44699 -1.48364 -0.44885
H 1.00378 -2.30712 -0.43425
H 2.19450 0.48500 1.16750
H 0.50943 2.02583 0.79135

Charge ... 0
Gap between HOMO and LUMO ... 8.54 eV
Molar mass ... 83.09 g mol⁻¹
HOMO level ... -7.62 eV

Want to see where the charge sits? The natural (NBO) charges in e are:
1. O -0.662
2. C 0.172
3. C -0.319
4. C -0.097
5. N -0.571
6. C -0.071
7. H 0.472
8. H 0.225
9. H 0.231
10. H 0.406
11. H 0.215

[4]
Here is 2 unconnected molecules or ions with the total composition C4H5NO in a non-equilibrium geometry from the OMol25 dataset. Energies are from wB97M-V/def2-TZVPD.

Cartesian coordinates (Å):
C 2.15119 1.18236 -0.97418
C -0.83510 -1.07817 0.62445
C -0.80922 -0.57181 -0.78185
C -0.98808 0.32350 0.10710
N 2.15729 0.41606 -0.10549
O -1.01884 1.58389 0.34618
H -1.61417 -1.52237 1.32981
H 0.18408 -1.37792 0.99562
H -0.72590 -0.64567 -1.85426
H 1.92743 -0.28542 0.68769
H -0.42870 1.97554 -0.37507

Charge ... 0
Gap between HOMO and LUMO (alpha / beta) ... 5.35 / 8.75 eV
Expectation value of S² ... 2.007
Molar mass ... 83.09 g mol⁻¹
2S+1 ... 3
HOMO level (alpha / beta) ... -4.51 / -10.72 eV

Want to see where the charge sits? The natural (NBO) charges in e are:
1. C 0.256
2. C -0.547
3. C -0.181
4. C 0.207
5. N -0.754
6. O -0.593
7. H 0.267
8. H 0.210
9. H 0.218
10. H 0.470
11. H 0.446

[5]
Here is C4H5NO2 in the gas phase from the OMol25 dataset. Energies are from wB97M-V/def2-TZVPD.

Cartesian coordinates (Å):
O -2.10081 -1.46404 -0.31262
C -1.10857 -0.78675 -0.15738
N -0.61090 -0.31780 1.03703
C 0.44132 0.67509 0.90548
C 0.82992 0.55913 -0.55728
O 1.16827 -0.76249 -0.92370
C -0.15167 -0.29741 -1.22307
H -0.73718 -0.86910 1.86994
H 1.28416 0.48834 1.57737
H 0.04870 1.67944 1.11492
H 1.37069 1.35530 -1.06059
H -0.43393 -0.25970 -2.27009

Charge ... 0
Gap between HOMO and LUMO ... 10.72 eV
Molar mass ... 99.09 g mol⁻¹
HOMO level ... -9.84 eV

Want to see where the charge sits? The natural (NBO) charges in e are:
1. O -0.571
2. C 0.646
3. N -0.618
4. C -0.238
5. C 0.047
6. O -0.460
7. C -0.050
8. H 0.412
9. H 0.212
10. H 0.197
11. H 0.207
12. H 0.218

[6]
Here is C4H5NO2 in the gas phase in a non-equilibrium geometry from the OMol25 dataset. Energies are from wB97M-V/def2-TZVPD.

Cartesian coordinates (Å):
O -1.17836 -4.59857 0.81146
C -0.78948 -3.52843 0.73090
N -0.33648 -2.43870 0.41583
C -0.44467 -1.00227 0.42856
C -0.52367 -0.13228 -0.79977
C 0.46427 0.39214 0.12034
O 1.87388 0.39230 -0.11548
H -1.18850 -0.71193 1.22268
H 0.03203 -0.50843 -1.71202
H -1.31719 0.43695 -1.05227
H 0.15150 1.12877 0.81185
H 2.13491 0.85025 -0.93336

Charge ... 0
Gap between HOMO and LUMO ... 9.79 eV
Molar mass ... 99.09 g mol⁻¹
HOMO level ... -9.09 eV

Want to see where the charge sits? The natural (NBO) charges in e are:
1. O -0.508
2. C 0.866
3. N -0.561
4. C -0.061
5. C -0.460
6. C 0.143
7. O -0.709
8. H 0.200
9. H 0.225
10. H 0.210
11. H 0.176
12. H 0.479

[7]
Here is C4H5NO2 in the gas phase from the OMol25 dataset. Energies are from wB97M-V/def2-TZVPD.

Cartesian coordinates (Å):
O -0.75059 -1.93006 1.53432
C -0.40703 -1.02422 0.81019
N -1.25184 -0.16722 0.13115
C -0.56076 0.86830 -0.62319
C 0.90985 0.61018 -0.33766
O 1.31867 0.65739 1.02322
C 1.00641 -0.61101 0.45194
H -2.08287 -0.59496 -0.24425
H -0.89132 1.86969 -0.32168
H -0.72537 0.75530 -1.70041
H 1.66143 0.93650 -1.05065
H 1.77340 -1.36989 0.32701

Charge ... 0
Gap between HOMO and LUMO ... 10.50 eV
Molar mass ... 99.09 g mol⁻¹
HOMO level ... -9.71 eV

Want to see where the charge sits? The natural (NBO) charges in e are:
1. O -0.562
2. C 0.650
3. N -0.623
4. C -0.244
5. C 0.044
6. O -0.455
7. C -0.046
8. H 0.409
9. H 0.211
10. H 0.200
11. H 0.203
12. H 0.213

[8]
Here is 2 unconnected molecules or ions with the total composition C4H5NO2 in a non-equilibrium geometry from the OMol25 dataset. Energies are from wB97M-V/def2-TZVPD.

Cartesian coordinates (Å):
C -1.36955 -0.44005 -0.51621
C 0.06823 -0.05040 -0.56589
C 0.41988 1.37730 -0.18591
O 1.56542 1.73573 -0.12791
C 1.12153 -0.14555 2.06236
O 2.11747 -0.46644 2.53577
N 1.05828 -0.79780 -0.81514
H -1.91540 0.04061 -1.31995
H -1.61261 -1.50262 -0.58043
H -1.78441 -0.07084 0.41438
H -0.40185 2.06805 0.09169
H 0.73301 -1.74800 -0.99276

Charge ... 0
Gap between HOMO and LUMO ... 10.03 eV
Molar mass ... 99.09 g mol⁻¹
HOMO level ... -10.10 eV

Want to see where the charge sits? The natural (NBO) charges in e are:
1. C -0.693
2. C 0.184
3. C 0.372
4. O -0.466
5. C 0.495
6. O -0.496
7. N -0.542
8. H 0.234
9. H 0.230
10. H 0.231
11. H 0.119
12. H 0.332

[9]
Here is 2 unconnected molecules or ions with the total composition C4H5NO2 in a non-equilibrium geometry from the OMol25 dataset. Energies are from wB97M-V/def2-TZVPD.

Cartesian coordinates (Å):
N 0.32598 1.27955 1.13018
C 0.05737 0.35060 0.21998
C -1.13152 0.27978 -0.57717
C -0.43525 -1.03035 0.30458
O 0.11298 -1.90915 -0.46070
C 1.60250 -0.74397 -0.95687
O 2.31064 -1.10262 -1.78952
H 0.09015 2.24547 0.94818
H 1.01803 1.10142 1.84322
H -1.96092 0.94634 -0.33178
H -1.08827 -0.10603 -1.58631
H -0.90169 -1.31105 1.25620

Charge ... 0
Gap between HOMO and LUMO ... 9.13 eV
Molar mass ... 99.09 g mol⁻¹
HOMO level ... -8.66 eV

Want to see where the charge sits? The natural (NBO) charges in e are:
1. N -0.744
2. C 0.264
3. C -0.527
4. C 0.182
5. O -0.661
6. C 0.557
7. O -0.522
8. H 0.395
9. H 0.404
10. H 0.214
11. H 0.265
12. H 0.174

[10]
Here is C4H5NO2 in the gas phase from the OMol25 dataset. Energies are from wB97M-V/def2-TZVPD.

Cartesian coordinates (Å):
O 1.55878 -0.24167 2.50628
C 0.50280 0.25075 2.20365
C -0.25288 -0.04923 0.90724
O -1.45164 -0.18578 1.01997
N 0.45924 -0.31996 -0.26301
C 0.30508 0.56488 -1.42755
C -0.40604 -0.72286 -1.37971
H -0.10499 0.85936 2.90007
H 1.19418 0.67012 -2.04076
H -0.30035 1.46292 -1.30061
H -1.48370 -0.69587 -1.23073
H -0.02048 -1.59265 -1.89486

Charge ... 0
Gap between HOMO and LUMO ... 9.85 eV
Molar mass ... 99.09 g mol⁻¹
HOMO level ... -10.03 eV

Want to see where the charge sits? The natural (NBO) charges in e are:
1. O -0.456
2. C 0.351
3. C 0.579
4. O -0.532
5. N -0.453
6. C -0.226
7. C -0.254
8. H 0.130
9. H 0.214
10. H 0.205
11. H 0.227
12. H 0.213